2 unconnected molecules or ions with the total composition C6H14 at a distorted geometry. Source: the Open Molecules 2025 dataset; level of theory: ωB97M-V/def2-TZVPD.

Properties
Lowest unoccupied orbital energy (alpha / beta) = 4.550 / 3.653 eV
2S+1 = 2
E_tot = -6442.532 eV
Total charge = -1
Energy relative to the best compared isomer or geometry (same formula, charge and spin) = 4.887 eV
Highest occupied orbital energy (alpha / beta) = -1.34 / -0.81 eV
Kohn-Sham gap (alpha / beta) = 5.887 / 4.460 eV

Each line ends with the Mulliken charge.
Positions of all 20 atoms, in Å:
C  -2.302  -0.361  0.262  -0.982
C  -1.166  0.268  -0.734  -0.449
C  0.030  1.196  -0.284  -0.929
C  1.365  0.827  -0.651  -0.636
C  2.293  0.081  0.439  -0.959
C  1.506  -0.982  1.064  -0.376
H  -2.055  -1.376  0.575  0.256
H  -3.242  -0.521  -0.386  -0.675
H  -2.475  0.164  1.165  0.419
H  -1.803  0.893  -1.347  0.450
H  -0.826  -0.618  -1.332  0.202
H  -0.240  2.213  -0.264  0.264
H  -4.017  -0.806  -0.663  0.592
H  1.172  0.033  -1.402  0.130
H  2.079  1.482  -1.165  0.487
H  2.445  0.934  1.121  0.243
H  3.350  0.006  0.092  0.395
H  1.510  -1.871  0.446  0.251
H  1.861  -1.137  2.130  0.330
H  0.514  -0.425  0.933  -0.013